Entry 1:
The following is a quantum chemistry calculation of a single C4H6N2O molecule, from OMol25.

```
13
C4H6N2O (wB97M-V/def2-TZVPD)
C -0.8989 -1.4825 -1.5391
C -0.1730 -0.4897 -0.6439
C -0.7585 0.0224 0.4850
N 0.0882 0.8536 1.2040
C 1.3027 1.0775 0.7796
O 1.8474 2.0487 1.5923
N 1.0364 -0.1598 -1.0239
H -1.0726 -2.4089 -0.9850
H -0.3589 -1.7232 -2.4596
H -1.8518 -1.0218 -1.8138
H -1.6901 -0.2814 0.9184
H -0.2516 1.3319 2.0358
H 2.7808 2.2333 1.4502
```

Calculated values
HOMO-LUMO gap (alpha / beta) in eV: 6.94 / 6.94
Electronic energy in eV: -9268.3640

=====

Entry 2:
The following is a quantum chemistry calculation of a single C4H6N2O molecule, from OMol25.

```
13
C4H6N2O (wB97M-V/def2-TZVPD)
C 0.3835 1.5814 1.5497
C -0.2292 0.5899 0.5866
O 0.8148 -0.3846 0.3564
C 0.7655 -1.4055 -0.4580
N -0.4364 -1.5153 -1.1703
C -0.2383 -2.0712 -2.3916
N 0.1643 -2.4390 -3.4095
H 1.2419 2.0699 1.0782
H -0.3400 2.3395 1.8633
H 0.7460 1.0374 2.4256
H -0.5322 1.0670 -0.3561
H -1.0790 0.0520 1.0177
H -1.2607 -0.9217 -1.0922
```

Calculated values
HOMO-LUMO gap in eV: 9.90
Electronic energy in eV: -9269.9175

=====

Entry 3:
The following is a quantum chemistry calculation of a single C4H6N2O molecule, from OMol25.

```
13
C4H6N2O (wB97M-V/def2-TZVPD)
N -2.1881 0.6379 -0.4007
C -0.8818 0.1168 -0.2457
C -0.4769 -1.1900 -0.3402
N 0.8909 -1.2232 -0.0721
C 1.3299 0.0340 0.1603
O 2.6377 0.2104 0.4795
C 0.2754 0.9049 0.0485
H -2.8859 -0.0023 -0.0399
H -2.2908 1.5020 0.1196
H -1.0052 -2.0839 -0.6312
H 1.4883 -2.0306 -0.0650
H 2.7234 1.0983 0.8474
H 0.3152 1.9827 0.0935
```

Calculated values
SMILES: Nc1c[nH]c(O)c1
HOMO-LUMO gap in eV: 8.14
Electronic energy in eV: -9272.5271

=====

Entry 4:
The following is a quantum chemistry calculation of a molecular structure, C4H6N2O, from OMol25.

```
13
C4H6N2O (wB97M-V/def2-TZVPD)
C 0.3907 1.2496 -0.4834
C -0.9422 1.4609 0.1877
C 0.2735 -0.3856 0.6283
C 0.2093 -1.6621 -0.1593
N 1.0616 1.7262 -1.3825
N -0.9790 0.2955 0.8729
O -1.7235 2.3712 0.1383
H 0.9514 -0.3726 1.4749
H 1.1054 -2.2571 -0.0049
H 0.0978 -1.4596 -1.2254
H -0.6562 -2.2490 0.1575
H 1.9344 1.3046 -1.6818
H -1.7231 -0.0220 1.4776
```

Calculated values
HOMO-LUMO gap in eV: 9.51
Electronic energy in eV: -9270.9654

=====

Entry 5:
The following is a quantum chemistry calculation of 2 unconnected molecules or ions with the total composition C4H6N2O, from OMol25.

```
13
C4H6N2O (wB97M-V/def2-TZVPD)
C -1.8854 0.4118 -0.2203
C -0.5659 -0.2004 0.1111
N -0.0282 -1.1288 -0.7903
O 1.0100 -1.7465 0.0414
C 1.4586 -0.5716 0.5478
N 2.3295 -0.0894 -0.3185
C 0.3187 0.1279 1.1015
H -1.8955 0.7260 -1.2694
H -2.6799 -0.3307 -0.0947
H -2.0995 1.2763 0.4134
H 2.5102 0.9008 -0.1550
H 1.2463 -0.3267 -1.1663
H 0.2812 0.9513 1.7993
```

Calculated values
HOMO-LUMO gap in eV: 8.86
Electronic energy in eV: -9267.2501

=====

Entry 6:
The following is a quantum chemistry calculation of a single C4H6N2O molecule, from OMol25.

```
13
C4H6N2O (wB97M-V/def2-TZVPD)
C 2.0533 -0.3104 0.0219
C 0.5504 -0.0403 0.0720
C -0.5067 -0.8384 0.0186
C -1.6548 -0.0089 0.0141
O -2.9526 -0.4939 0.0103
N -1.3447 1.2744 0.0305
N -0.0104 1.2151 -0.0695
H 2.5683 0.3401 -0.7670
H 2.3209 -1.4463 -0.2872
H 2.5457 -0.0278 0.9818
H -0.5397 -1.9295 -0.1234
H -3.5989 0.2030 0.0028
H 0.5693 2.0629 0.0952
```

Calculated values
SMILES: Cc1cc(O)n[nH]1
HOMO-LUMO gap in eV: 9.61
Electronic energy in eV: -9272.0085

=====

Entry 7:
The following is a quantum chemistry calculation of a single C4H6N2O molecule, from OMol25.

```
13
C4H6N2O (wB97M-V/def2-TZVPD)
C 0.4818 1.3154 -1.5765
O 0.5056 1.3751 -0.1483
C -0.0477 0.2537 0.3564
C -0.8062 -0.7068 -0.2494
N -0.9137 -1.8092 0.5652
C -0.2676 -1.5002 1.6525
N 0.2807 -0.2395 1.5957
H -0.4221 1.7966 -1.9651
H 0.4832 0.2648 -1.8798
H 1.3787 1.7948 -1.9689
H -1.2481 -0.6555 -1.2336
H -0.1133 -2.1653 2.4907
H 0.6887 0.2762 2.3611
```

Calculated values
SMILES: COc1cnc[nH]1
HOMO-LUMO gap in eV: 9.13
Electronic energy in eV: -9272.0931

=====

Entry 8:
The following is a quantum chemistry calculation of a single C4H6N2O molecule, from OMol25.

```
13
C4H6N2O (wB97M-V/def2-TZVPD)
N 1.6246 -0.9663 -1.4374
C 0.6969 -0.3953 -0.5382
C 0.8440 0.8547 0.0690
N -0.2529 1.1581 0.7773
C -1.2203 0.1328 0.4651
O -2.2025 0.0176 1.4335
C -0.5272 -0.9969 -0.1794
H 2.5807 -0.9433 -1.1047
H 1.3493 -1.9275 -1.6036
H 1.6685 1.5608 -0.0010
H -0.4489 2.0325 1.2396
H -2.4707 -0.9102 1.4253
H -1.6415 0.3831 -0.5454
```

Calculated values
HOMO-LUMO gap in eV: 8.35
Electronic energy in eV: -9269.7309

=====

Entry 9:
The following is a quantum chemistry calculation of a single C4H6N2O molecule, from OMol25.

```
13
C4H6N2O (wB97M-V/def2-TZVPD)
N -1.8871 0.5258 0.4183
C -0.5676 0.0839 0.4155
N -0.0090 -0.9171 1.1253
C 1.3047 -1.2657 0.4485
C 1.4374 -0.3470 -0.5877
C 0.3202 0.4883 -0.5450
O 0.0436 1.6117 -1.2772
H -1.9674 1.3214 -0.2043
H -2.3857 0.6547 1.2832
H -0.6083 -1.2817 1.8814
H 1.4620 -2.3228 0.4057
H 2.2243 -0.1569 -1.3274
H 0.6329 1.6054 -2.0362
```

Calculated values
SMILES: Nc1[nH]ccc1O
HOMO-LUMO gap in eV: 7.76
Electronic energy in eV: -9271.3938

=====

Entry 10:
The following is a quantum chemistry calculation of a single C4H6N2O molecule, from OMol25.

```
13
C4H6N2O (wB97M-V/def2-TZVPD)
C 2.0539 -0.2227 1.0559
O 0.8463 0.5106 1.2106
C -0.0920 0.2249 0.2903
C -1.3321 0.8955 0.1517
C -1.9045 0.2920 -0.9434
N -1.0397 -0.6540 -1.3669
N 0.0805 -0.7160 -0.6211
H 2.8091 0.2984 1.6450
H 1.9339 -1.2506 1.4158
H 2.3491 -0.2594 0.0033
H -1.7315 1.6957 0.7567
H -2.8401 0.4713 -1.4547
H -1.1329 -1.2858 -2.1432
```

Calculated values
SMILES: COc1cc[nH]n1
HOMO-LUMO gap in eV: 9.77
Electronic energy in eV: -9272.0488

=====

Entry 11:
The following is a quantum chemistry calculation of a single C4H6N2O molecule, from OMol25.

```
13
C4H6N2O (wB97M-V/def2-TZVPD)
H -2.3446 1.3865 -1.3738
N -1.6241 0.6899 -1.1985
C -1.7254 0.2961 -0.0052
O -0.9285 -0.6204 0.5774
C 0.2526 -1.0297 -0.1064
C 1.4535 -0.3603 0.5671
C 1.5337 1.0684 0.2116
N 1.6002 2.1709 -0.1385
H -2.4647 0.6283 0.7186
H 0.1916 -0.7658 -1.1631
H 0.3188 -2.1166 0.0006
H 1.3557 -0.4888 1.6537
H 2.3814 -0.8584 0.2565
```

Calculated values
SMILES: [H]/N=C/OCCC#N
HOMO-LUMO gap in eV: 11.14
Electronic energy in eV: -9272.0878

=====

Entry 12:
The following is a quantum chemistry calculation of a single C4H6N2O molecule, from OMol25.

```
13
C4H6N2O (wB97M-V/def2-TZVPD)
C 1.2683 -1.4368 1.2359
C 0.4563 -0.5632 0.5412
C -1.0032 -0.5688 0.5246
N -1.6385 0.2121 -0.5829
N -0.4876 0.8628 -1.3526
C 0.6518 1.0029 -0.9394
O 0.9049 0.6596 0.3650
H 0.9032 -2.2706 1.7980
H 2.2761 -1.1418 1.3228
H -1.3590 0.1143 1.4708
H -1.3916 -1.6707 0.4817
H -2.2413 -0.4167 -1.3733
H 1.2161 1.9802 -1.2448
```

Calculated values
SMILES: C=C1CNN=CO1
HOMO-LUMO gap in eV: 9.84
Electronic energy in eV: -9268.1750

=====

Entry 13:
The following is a quantum chemistry calculation of a single C4H6N2O molecule, from OMol25.

```
13
C4H6N2O (wB97M-V/def2-TZVPD)
O -2.9214 0.5968 0.1434
C -1.9767 -0.2593 -0.0729
N -0.5985 0.0621 -0.1942
C -0.0776 1.4324 -0.0626
N 1.1847 1.2028 0.1764
C 1.5864 -0.0281 -0.0388
C 0.4184 -0.9394 0.0721
H -2.2165 -1.2378 -0.1307
H -0.5065 2.5906 -0.2741
H 2.0390 -0.0598 -0.8931
H 2.5560 -0.0958 0.5705
H 0.2592 -1.9318 -0.5375
H 0.2536 -1.3327 1.2417
```

Calculated values
SMILES: O=CN1C=NCC1
HOMO-LUMO gap in eV: 9.64
Electronic energy in eV: -9269.3682

=====

Entry 14:
The following is a quantum chemistry calculation of a single C4H6N2O molecule, from OMol25.

```
13
C4H6N2O (wB97M-V/def2-TZVPD)
N 0.8707 0.8057 -1.9623
C 0.2983 0.3305 -0.8153
N -0.0528 1.1012 0.1600
C -0.2021 0.2152 1.3008
O -1.1415 0.5752 2.2690
C -0.2736 -1.1939 0.7340
C 0.1409 -1.1179 -0.5311
H 0.8171 1.8067 -2.0810
H 0.8273 0.2539 -2.8036
H 0.7785 0.2659 1.8045
H -1.9116 0.9635 1.8375
H -0.5100 -2.0821 1.3132
H 0.3586 -1.9240 -1.2256
```

Calculated values
SMILES: NC1=N[C@@H](O)C=C1
HOMO-LUMO gap in eV: 9.77
Electronic energy in eV: -9272.2793

=====

Entry 15:
The following is a quantum chemistry calculation of 2 unconnected molecules or ions with the total composition C4H6N2O, from OMol25.

```
13
C4H6N2O (wB97M-V/def2-TZVPD)
C -2.1333 0.5511 0.3586
O -1.5828 -0.3341 -0.6268
C -0.3529 -0.0808 -1.0230
N 0.3845 0.8663 -0.7617
N 1.4485 1.4188 -0.4112
C 2.3260 -1.3454 0.3605
C 1.4464 -2.1575 0.4819
H -3.1296 0.1722 0.5878
H -1.5084 0.5544 1.2562
H -2.1975 1.5621 -0.0568
H 1.5641 2.2615 -0.9864
H 3.0564 -0.5776 0.2254
H 0.6787 -2.8909 0.5955
```

Calculated values
HOMO-LUMO gap (alpha / beta) in eV: 9.27 / 9.27
Electronic energy in eV: -9266.8255

=====

Entry 16:
The following is a quantum chemistry calculation of a single C4H6N2O molecule, from OMol25.

```
13
C4H6N2O (wB97M-V/def2-TZVPD)
N -2.1116 0.5972 -0.5147
C -0.8322 0.1557 -0.2117
C 0.3200 0.8603 -0.1067
C 1.3999 -0.1467 0.0464
O 2.6259 0.1912 0.5943
N 0.7534 -1.4328 0.3361
C -0.4760 -1.2484 -0.0033
H -2.8547 -0.0350 -0.2520
H -2.3008 1.5366 -0.1935
H 0.4543 1.9340 -0.1913
H 1.6290 -0.7100 -0.8902
H 2.5350 0.4832 1.5085
H -1.1335 -2.0954 -0.1838
```

Calculated values
SMILES: NC1=C[C@@H](O)N=C1
HOMO-LUMO gap in eV: 9.29
Electronic energy in eV: -9271.3122

=====

Entry 17:
The following is a quantum chemistry calculation of a molecular structure, C4H6N2O, from OMol25.

```
13
C4H6N2O (wB97M-V/def2-TZVPD)
C -1.0691 0.5202 -0.2261
C -1.0300 -0.9776 -0.2751
O 0.3135 -1.3638 -0.6212
C 1.2356 -0.5238 -0.1160
N 2.4691 -0.7826 -0.1027
C 0.5619 0.7023 0.3688
N 0.8449 1.7162 1.0623
H -1.1382 0.9986 -1.2131
H -1.9446 0.8782 0.3731
H -0.2580 1.6389 0.7661
H -1.6772 -1.4162 -1.0293
H -1.2770 -1.3992 0.7075
H 2.9691 0.0090 0.3056
```

Calculated values
HOMO-LUMO gap in eV: 9.88
Electronic energy in eV: -9269.1928

=====

Entry 18:
The following is a quantum chemistry calculation of a single C4H6N2O molecule, from OMol25.

```
13
C4H6N2O (wB97M-V/def2-TZVPD)
N 1.9198 0.8776 -0.0648
C 0.5878 0.4104 -0.0221
N -0.4620 1.2929 -0.1363
C -1.6482 0.6240 -0.0747
C -1.3764 -0.7151 0.0932
C 0.0397 -0.8416 0.1231
O 0.7996 -1.9725 0.2924
H 2.4718 0.3075 -0.6976
H 2.3581 0.8087 0.8491
H -0.3291 2.2781 -0.2951
H -2.5930 1.1438 -0.1468
H -2.1068 -1.5063 0.2073
H 0.3388 -2.7077 -0.1276
```

Calculated values
SMILES: Nc1[nH]ccc1O
HOMO-LUMO gap in eV: 8.70
Electronic energy in eV: -9272.5666

=====

Entry 19:
The following is a quantum chemistry calculation of a single C4H6N2O molecule, from OMol25.

```
13
C4H6N2O (wB97M-V/def2-TZVPD)
C 0.5343 -1.8546 -1.0566
O 0.6303 -0.8553 -0.2005
C -0.1127 0.1077 0.1523
C -1.2207 0.1860 0.8419
N -1.3904 1.4826 1.1859
C -0.3484 2.0928 0.6998
N 0.4969 1.2845 0.0122
H 0.4401 -2.7170 -0.3844
H 1.7892 -1.7676 -1.2381
H -0.0681 -1.4761 -1.8951
H -1.8916 -0.5911 1.0958
H -0.1613 3.1277 0.7945
H 1.6155 1.1736 -0.2287
```

Calculated values
SMILES: COc1cnc[nH]1
HOMO-LUMO gap in eV: 8.76
Electronic energy in eV: -9269.3350

=====

Entry 20:
The following is a quantum chemistry calculation of a single C4H6N2O molecule, from OMol25.

```
13
C4H6N2O (wB97M-V/def2-TZVPD)
O 1.7147 1.8617 -0.9219
N 1.4769 1.3848 0.3698
C 0.5295 0.5134 0.3088
C 0.0708 -0.3817 1.3330
C -0.8939 -1.1273 0.8984
C -1.1273 -0.8005 -0.5823
N -0.1304 0.2345 -0.7965
H 2.5662 2.4084 -0.7923
H 0.3663 -0.5261 2.3835
H -1.5403 -1.8177 1.4750
H -1.0548 -1.7757 -1.1596
H -2.1880 -0.5003 -0.7904
H 0.2102 0.5264 -1.7256
```

Calculated values
SMILES: O/N=C1/C=CCN1
HOMO-LUMO gap in eV: 8.96
Electronic energy in eV: -9270.5302